Here is C23H27F3N4O4 in the gas phase from OMol25. Energies are from ωB97M-V with the def2-TZVPD basis set.

Results
Multiplicity: 1
HOMO-LUMO gap: 8.1 eV
SMILES: CCOC(=O)N1CCC(Nc2c(N3CCN(c4cccc(C(F)(F)F)c4)CC3)c(=O)c2=O)CC1
Energy relative to the best compared isomer or geometry (same formula, charge and spin): 3.9 kcal per mole
LUMO: 0.15 eV
E_tot: -1712.2495 a.u.

Last columns: bonded neighbours and bond lengths (Å).
Cartesian coordinates (Å):
1 C 7.4699 -2.7840 0.2290  C2 1.522, H59 1.087, H60 1.086, H61 1.087
2 C 8.4026 -1.5968 0.0375  C1 1.522, H3 1.092, H4 1.095, O5 1.427
3 H 9.0947 -1.7643 -0.7910  C2 1.092
4 H 8.9624 -1.4009 0.9578  C2 1.095
5 O 7.6761 -0.4227 -0.3225  C2 1.427, C6 1.350
6 C 7.1116 0.2506 0.7024  O5 1.350, O7 1.207, N8 1.361
7 O 7.2840 -0.0150 1.8676  C6 1.207
8 N 6.3835 1.3175 0.2741  C6 1.361, C9 1.444, C53 1.445
9 C 6.0311 1.5352 -1.1087  N8 1.444, H10 1.088, C11 1.531, H58 1.097
10 H 6.7416 1.0084 -1.7431  C9 1.088
11 C 4.6053 1.0486 -1.3805  C9 1.531, H12 1.092, H13 1.090, C14 1.533
12 H 4.3336 1.2485 -2.4190  C11 1.092
13 H 4.5623 -0.0258 -1.2048  C11 1.090
14 C 3.6374 1.7581 -0.4259  C11 1.533, N15 1.456, C51 1.531, H57 1.098
15 N 2.2486 1.3770 -0.6367  C14 1.456, C16 1.349, H50 1.009
16 C 1.7871 0.1130 -0.5352  N15 1.349, C17 1.401, C48 1.474
17 C 0.5233 -0.4642 -0.7118  C16 1.401, N18 1.347, C46 1.472
18 N -0.7180 -0.0213 -0.9891  C17 1.347, C19 1.448, C40 1.450
19 C -1.1643 1.3072 -0.6259  N18 1.448, H20 1.089, H21 1.095, C22 1.541
20 H -0.3124 1.9788 -0.5327  C19 1.089
21 H -1.8336 1.6736 -1.4117  C19 1.095
22 C -1.9210 1.2302 0.7139  C19 1.541, N23 1.443, H44 1.089, H45 1.097
23 N -3.0283 0.3081 0.6378  C22 1.443, C24 1.380, C38 1.449
24 C -4.2957 0.7298 0.2911  N23 1.380, C25 1.401, C29 1.402
25 C -5.3823 -0.1445 0.4198  C24 1.401, C26 1.383, H37 1.078
26 C -6.6662 0.2753 0.1215  C25 1.383, C27 1.388, C33 1.501
27 C -6.9287 1.5729 -0.2942  C26 1.388, C28 1.383, H32 1.077
28 C -5.8619 2.4464 -0.4073  C27 1.383, C29 1.381, H31 1.079
29 C -4.5726 2.0391 -0.1272  C24 1.402, C28 1.381, H30 1.078
30 H -3.7770 2.7567 -0.2497  C29 1.078
31 H -6.0365 3.4614 -0.7302  C28 1.079
32 H -7.9345 1.8849 -0.5216  C27 1.077
33 C -7.7860 -0.7083 0.3018  C26 1.501, F34 1.349, F35 1.346, F36 1.340
34 F -8.1021 -0.8850 1.6008  C33 1.349
35 F -7.4767 -1.9304 -0.1698  C33 1.346
36 F -8.9192 -0.3422 -0.3124  C33 1.340
37 H -5.2394 -1.1529 0.7734  C25 1.078
38 C -2.5601 -1.0202 0.2973  N23 1.449, H39 1.086, C40 1.538, H43 1.095
39 H -3.3875 -1.7198 0.2170  C38 1.086
40 C -1.8009 -0.9843 -1.0403  N18 1.450, C38 1.538, H41 1.089, H42 1.095
41 H -1.3936 -1.9694 -1.2646  C40 1.089
42 H -2.4874 -0.6824 -1.8387  C40 1.095
43 H -1.8848 -1.3674 1.0861  C38 1.095
44 H -2.2644 2.2137 1.0312  C22 1.089
45 H -1.2292 0.8512 1.4761  C22 1.097
46 C 1.0590 -1.8242 -0.5342  C17 1.472, O47 1.210, C48 1.511
47 O 0.6076 -2.9380 -0.6715  C46 1.210
48 C 2.3963 -1.1929 -0.2234  C16 1.474, C46 1.511, O49 1.210
49 O 3.4772 -1.5642 0.1735  C48 1.210
50 H 1.6881 2.0258 -1.1680  N15 1.009
51 C 4.0671 1.4926 1.0197  C14 1.531, H52 1.091, C53 1.530, H56 1.090
52 H 3.4012 2.0090 1.7128  C51 1.091
53 C 5.5065 1.9724 1.2180  N8 1.445, C51 1.530, H54 1.090, H55 1.096
54 H 5.8564 1.7282 2.2216  C53 1.090
55 H 5.5737 3.0552 1.0639  C53 1.096
56 H 4.0237 0.4219 1.2188  C51 1.090
57 H 3.6827 2.8386 -0.6133  C14 1.098
58 H 6.1041 2.6111 -1.3102  C9 1.097
59 H 6.7875 -2.5873 1.0518  C1 1.087
60 H 8.0505 -3.6739 0.4545  C1 1.086
61 H 6.8865 -2.9557 -0.6722  C1 1.087

List of natural (NBO) charges in e, atom by atom: number 1, C, carries -0.6349; number 2, C, carries -0.0677; number 3, H, carries 0.1838; number 4, H, carries 0.2003; number 5, O, carries -0.5288; number 6, C, carries 0.8998; number 7, O, carries -0.6582; number 8, N, carries -0.4545; number 9, C, carries -0.2109; number 10, H, carries 0.2413; number 11, C, carries -0.4400; number 12, H, carries 0.2084; number 13, H, carries 0.2371; number 14, C, carries -0.0352; number 15, N, carries -0.5881; number 16, C, carries 0.1060; number 17, C, carries 0.1210; number 18, N, carries -0.3996; number 19, C, carries -0.2240; number 20, H, carries 0.2028; number 21, H, carries 0.2046; number 22, C, carries -0.2240; number 23, N, carries -0.4288; number 24, C, carries 0.1844; number 25, C, carries -0.2505; number 26, C, carries -0.0590; number 27, C, carries -0.2509; number 28, C, carries -0.1787; number 29, C, carries -0.2639; number 30, H, carries 0.2073; number 31, H, carries 0.2177; number 32, H, carries 0.2323; number 33, C, carries 0.9643; number 34, F, carries -0.3263; number 35, F, carries -0.3265; number 36, F, carries -0.3213; number 37, H, carries 0.2245; number 38, C, carries -0.2205; number 39, H, carries 0.2212; number 40, C, carries -0.2403; number 41, H, carries 0.2557; number 42, H, carries 0.1989; number 43, H, carries 0.2051; number 44, H, carries 0.2178; number 45, H, carries 0.2059; number 46, C, carries 0.4285; number 47, O, carries -0.5622; number 48, C, carries 0.4287; number 49, O, carries -0.5702; number 50, H, carries 0.3957; number 51, C, carries -0.4276; number 52, H, carries 0.2103; number 53, C, carries -0.2178; number 54, H, carries 0.2513; number 55, H, carries 0.1831; number 56, H, carries 0.2407; number 57, H, carries 0.1946; number 58, H, carries 0.1841; number 59, H, carries 0.2294; number 60, H, carries 0.2126; number 61, H, carries 0.2110